C4H12N2O2 in the gas phase, computed with wB97M-V/def2-TZVPD.

Last column: Löwdin charge in e.
Cartesian coordinates (Å):
C (0.700, -0.477, -0.632)  -0.202
N (1.279, 0.023, 0.597)  -0.058
C (1.461, -0.877, 1.678)  -0.291
O (0.280, -1.082, 2.473)  -0.078
C (-0.113, 0.583, -1.345)  -0.399
C (-1.491, 0.722, -0.688)  -0.231
O (-1.500, 0.892, 0.713)  -0.055
N (-0.290, 0.192, -2.731)  0.042
H (1.504, -0.825, -1.285)  0.119
H (0.080, -1.361, -0.449)  0.129
H (0.996, 0.946, 0.878)  0.110
H (2.220, -0.466, 2.340)  0.112
H (1.785, -1.855, 1.304)  0.121
H (-0.446, -0.618, 2.020)  0.056
H (0.414, 1.536, -1.277)  0.141
H (-2.010, -0.199, -0.933)  0.119
H (-2.027, 1.526, -1.203)  0.122
H (-1.695, 1.789, 0.987)  0.097
H (-0.316, -0.818, -2.815)  0.075
H (-1.123, 0.581, -3.155)  0.071

The structure (SMILES) is N[C@@H](CO)CNCO. Its largest force on an atom is 0.712 eV Å⁻¹. The net charge is 0. Its electronic energy is -419.56929 Ha. The relative energy (zero: lowest compared OMol25 entry of this formula, charge and spin) comes out at 49.69 kcal/mol. The value obtained for the LUMO energy is 0.59 eV.

A 2-piece molecular cluster, C4H12N2O2 overall at a distorted geometry, computed with wB97M-V/def2-TZVPD.

Last column: Löwdin charge in e.
Cartesian coordinates (Å):
C (0.493, -0.745, -2.304)  -0.060
C (0.470, -0.964, -0.704)  -0.337
C (-0.595, -2.054, -0.452)  -0.080
N (0.411, 0.268, 0.145)  0.092
C (-0.142, 1.410, -0.292)  -0.593
N (-0.771, 2.211, 0.698)  0.135
O (-0.156, 1.817, -1.465)  0.005
H (0.879, -1.632, -2.840)  0.076
H (-0.524, -0.668, -2.544)  0.044
H (1.165, 0.087, -2.594)  0.079
H (1.425, -1.515, -0.523)  0.129
H (-0.577, -2.286, 0.598)  0.047
H (-0.455, -3.017, -0.915)  0.076
H (-1.628, -1.817, -0.562)  0.067
H (0.346, 0.052, 1.171)  0.131
H (-0.868, 1.908, 1.613)  0.047
H (-1.285, 3.037, 0.335)  0.117
H (0.015, -1.929, 3.424)  -0.046
H (1.103, -1.102, 4.069)  0.099
O (0.352, -1.112, 3.387)  -0.028

The structure (SMILES) is CC(C)NC(N)=O.O. Its largest force on an atom is 6.363 eV Å⁻¹. The net charge is 0. Its electronic energy is -419.59240 Ha. The relative energy (zero: lowest compared OMol25 entry of this formula, charge and spin) comes out at 35.19 kcal/mol. The value obtained for the LUMO energy is 0.40 eV.

| no. | HOMO level (eV) | HOMO-LUMO gap (eV) |
| --- | --- | --- |
| 1 | -8.7 | 9.29 |
| 2 | -9.4 | 9.80 |